Formula: C27H60F9N3O20P3
Source: the OMol25 dataset
Level of theory: ωB97M-V/def2-TZVPD

Structure (XYZ):
```
122
Properties=species:S:1:pos:R:3
P 15.415 22.334 -19.863
F 15.959 21.969 -18.378
F 16.102 23.807 -19.690
F 16.774 21.736 -20.508
F 14.864 22.752 -21.321
F 14.748 20.873 -19.980
F 14.049 22.934 -19.217
C 17.431 18.928 -18.093
C 16.060 18.268 -17.896
C 16.141 16.885 -17.290
O 14.847 16.351 -17.153
C 14.846 15.003 -16.753
N 15.183 19.143 -17.065
H 18.096 18.226 -18.610
H 17.834 19.247 -17.128
H 17.327 19.797 -18.741
H 15.478 18.385 -18.813
H 16.611 17.000 -16.299
H 16.737 16.209 -17.919
H 15.307 14.383 -17.539
H 13.798 14.718 -16.685
H 15.411 14.852 -15.827
H 15.709 19.300 -16.194
H 15.210 20.088 -17.442
C 11.284 21.895 -18.593
C 12.173 20.944 -17.795
C 12.252 21.282 -16.322
O 12.763 20.226 -15.566
C 13.273 20.577 -14.305
N 11.644 19.563 -18.002
H 11.581 22.945 -18.523
H 10.265 21.832 -18.197
H 11.283 21.608 -19.644
H 13.208 20.975 -18.134
H 11.254 21.651 -15.989
H 12.836 22.196 -16.112
H 14.127 21.255 -14.414
H 13.623 19.636 -13.881
H 12.499 20.996 -13.653
H 10.849 19.505 -17.350
H 11.066 19.618 -18.843
C 10.580 22.058 -26.469
C 10.197 21.329 -25.182
C 10.382 22.259 -23.993
O 11.758 22.370 -23.738
C 12.103 23.155 -22.598
N 8.837 20.815 -25.306
H 11.421 22.737 -26.343
H 9.743 22.677 -26.807
H 10.810 21.361 -27.276
H 10.931 20.521 -25.043
H 9.838 21.853 -23.124
H 9.952 23.247 -24.205
H 12.429 22.491 -21.796
H 11.244 23.742 -22.265
H 12.919 23.816 -22.884
H 8.525 20.400 -24.437
H 8.829 20.119 -26.039
C 12.262 25.542 -19.725
O 11.049 25.812 -19.013
P 11.058 26.848 -17.817
O 11.103 28.260 -18.174
O 9.755 26.379 -17.014
C 9.456 27.085 -15.819
O 12.294 26.387 -16.879
C 12.292 25.037 -16.441
H 13.154 25.889 -19.202
H 12.234 26.039 -20.696
H 12.340 24.471 -19.886
H 9.537 28.166 -15.916
H 10.052 26.735 -14.972
H 8.425 26.837 -15.563
H 13.014 24.407 -16.962
H 11.317 24.546 -16.535
H 12.469 24.957 -15.365
C 15.111 16.815 -23.023
O 14.963 17.241 -21.665
P 13.511 17.138 -20.982
O 13.451 17.613 -19.603
O 12.517 17.841 -22.005
C 12.257 19.229 -21.876
O 13.095 15.612 -21.197
C 13.906 14.605 -20.565
H 15.883 17.402 -23.514
H 14.216 16.985 -23.627
H 15.340 15.749 -23.014
H 11.212 19.381 -21.593
H 12.382 19.761 -22.821
H 12.883 19.705 -21.118
H 14.155 13.870 -21.325
H 13.316 14.183 -19.754
H 14.803 15.057 -20.140
C 17.014 25.387 -22.130
C 15.602 25.762 -21.727
O 14.866 25.485 -22.892
C 15.692 25.247 -23.942
O 15.317 24.985 -25.039
O 16.972 25.276 -23.547
F 15.537 27.121 -21.488
H 17.317 24.434 -21.689
H 17.789 26.081 -21.810
H 15.248 25.241 -20.851
C 19.052 22.846 -17.842
C 20.015 22.080 -18.736
O 20.778 21.368 -17.808
C 20.775 22.070 -16.623
O 21.475 21.805 -15.705
O 19.876 23.058 -16.690
F 20.807 22.960 -19.427
H 18.191 22.266 -17.510
H 18.694 23.731 -18.359
H 19.517 21.428 -19.449
C 15.220 21.678 -24.974
C 13.998 20.806 -25.196
O 14.524 19.508 -25.225
C 15.872 19.576 -25.460
O 16.572 18.622 -25.572
O 16.276 20.853 -25.494
F 13.376 21.128 -26.368
H 15.364 21.893 -23.914
H 15.192 22.590 -25.564
H 13.317 20.920 -24.359
```

Properties
total charge: -1
Kohn-Sham gap: 8.58 eV
DFT total energy: -126729.5112 eV
energy above the lowest of the compared OMol25 structures with the same formula, charge and spin: 0.00 kcal per mole

Atomic partial charges in e from the Mulliken method, atoms 1 to 99: 2.23 -0.47 -0.51 -0.46 -0.46 -0.34 -0.83 -1.44 1.63 -0.99 -0.12 -0.87 -0.24 0.54 0.27 0.13 -0.61 0.33 0.39 0.31 0.24 0.28 0.25 -0.11 -0.86 2.84 -0.86 -0.22 -0.88 -0.54 -0.39 0.67 -0.05 -1.64 0.29 0.21 0.32 0.24 0.34 0.34 0.26 -1.70 1.16 -1.06 0.01 -0.54 -0.75 0.23 0.48 0.39 -0.01 0.37 0.33 -0.05 0.52 0.10 0.25 0.29 -0.48 -0.29 1.12 -0.75 -0.31 -0.76 -0.43 -0.47 0.46 0.47 -0.30 0.34 0.27 0.25 -0.05 0.45 0.44 -0.74 -0.10 1.17 -0.39 -0.54 0.46 -0.49 -0.71 0.15 0.38 0.23 0.18 -0.28 -0.22 0.30 0.31 0.21 -0.21 1.17 -0.31 0.59 -0.55 -0.36 -0.37